No. 1
Density functional theory data (the ωB97M-V functional and the def2-TZVPD basis) for C39H30BrF6N3O9PS2SeY as an isolated structure.

XYZ file:
```
93
Properties=species:S:1:pos:R:3
Y -0.421 -0.368 -0.191
O -2.688 3.139 -0.268
C -2.522 1.924 -0.202
O -1.688 1.231 -0.881
C -3.454 1.138 0.766
C -3.689 -0.312 0.314
C -4.912 -0.895 1.036
C -4.344 -1.126 2.458
C -2.902 -0.629 2.287
O -2.601 -1.024 0.939
C -2.888 0.909 2.204
C -1.447 1.376 2.484
O -1.243 2.029 3.503
O -0.558 0.952 1.664
H -4.382 1.706 0.806
H -3.669 -0.462 -0.757
H -5.756 -0.206 1.018
H -5.212 -1.833 0.569
H -4.870 -0.562 3.228
H -4.354 -2.182 2.731
H -2.177 -1.057 2.976
H -3.516 1.360 2.969
Br 1.027 -3.263 -1.373
C 0.297 -4.113 0.186
C -0.006 -5.441 0.090
C -0.337 -6.163 1.251
C -0.273 -5.546 2.467
C 0.037 -4.169 2.571
C 0.201 -3.561 3.835
C 0.540 -2.242 3.910
C 0.591 -1.450 2.742
C 0.392 -1.945 1.458
C 0.236 -3.374 1.399
H 0.027 -5.935 -0.872
H -0.587 -7.214 1.172
H -0.443 -6.104 3.383
H 0.075 -4.165 4.729
H 0.719 -1.777 4.874
H 0.779 -0.391 2.887
N 3.044 -0.639 0.419
C 3.862 0.446 0.462
C 5.256 0.260 0.500
C 6.118 1.334 0.565
C 5.619 2.632 0.592
C 4.251 2.824 0.511
C 3.352 1.761 0.441
P 1.546 2.087 0.128
C 1.167 3.316 1.433
C 1.934 3.474 2.581
C 1.566 4.396 3.551
C 0.422 5.161 3.389
C -0.369 4.982 2.265
C -0.007 4.059 1.298
C 1.878 3.180 -1.332
C 1.590 4.539 -1.408
C 1.925 5.271 -2.540
C 2.538 4.656 -3.619
C 2.815 3.296 -3.560
C 2.490 2.569 -2.430
H 3.410 -1.569 0.471
H 2.051 -0.530 0.511
H 5.643 -0.753 0.456
H 7.188 1.160 0.583
H 6.290 3.481 0.649
H 3.859 3.834 0.486
H 2.822 2.873 2.726
H 2.170 4.503 4.445
H 0.136 5.877 4.151
H -1.293 5.537 2.151
H -0.660 3.896 0.447
H 1.110 5.040 -0.581
H 1.696 6.330 -2.575
H 2.795 5.228 -4.503
H 3.270 2.801 -4.409
H 2.708 1.510 -2.389
Se 0.379 0.518 -4.742
C 0.608 0.134 -3.069
N 0.842 -0.111 -1.940
F -4.591 -1.790 -3.686
C -3.366 -1.256 -3.642
F -2.995 -0.925 -4.868
F -3.443 -0.132 -2.917
S -2.163 -2.449 -2.793
O -1.702 -1.675 -1.654
O -2.935 -3.600 -2.438
N -1.010 -2.687 -3.833
S -1.406 -3.570 -5.088
O -0.575 -3.348 -6.227
O -2.824 -3.677 -5.289
C -0.860 -5.290 -4.580
F -1.380 -6.175 -5.453
F 0.478 -5.381 -4.648
F -1.231 -5.659 -3.355
```

Results
E   -9096.61600 hartree
Relative energy (zero: lowest compared OMol25 entry of this formula, charge and spin)   28.2 kcal per mole
Max |F|   1.9 eV Å⁻¹
Charge   -2
Spin multiplicity   1


No. 2
Density functional theory data (the ωB97M-V functional and the def2-TZVPD basis) for a 4-piece molecular cluster, C2H13NO3S overall.

XYZ file:
```
20
Properties=species:S:1:pos:R:3
N 1.012 1.057 0.225
C 0.100 0.158 -0.480
C 0.797 -0.763 -1.458
S -0.040 -1.025 -3.079
H 0.520 1.405 1.034
H 1.240 1.880 -0.316
H -0.424 -0.500 0.203
H -0.602 0.713 -1.091
H 0.954 -1.801 -1.161
H 1.691 -0.226 -1.793
H -1.218 -1.618 -2.745
O -1.335 2.711 1.009
H -1.986 2.268 1.565
H -1.596 3.635 1.039
O 4.367 -2.907 0.814
H 4.933 -3.598 1.168
H 3.806 -3.275 0.125
O -3.661 0.733 1.699
H -4.469 1.064 2.118
H -4.088 0.088 1.123
```

Results
E   -762.62456 hartree
Relative energy (zero: lowest compared OMol25 entry of this formula, charge and spin)   17.9 kcal per mole
SMILES   NCCS.O.O.O
Max |F|   1.2 eV Å⁻¹
Spin multiplicity   1


No. 3
Density functional theory data (the ωB97M-V functional and the def2-TZVPD basis) for C4H8OSSi as an isolated structure.

XYZ file:
```
15
Properties=species:S:1:pos:R:3
C 1.395 0.193 -0.987
C 1.995 0.524 -2.084
C -1.894 -0.428 -0.595
C -0.338 0.031 2.500
O 0.475 1.028 -0.028
Si -0.357 -0.254 0.557
S 1.314 -1.387 -0.292
H 2.701 -0.198 -2.370
H 1.931 1.488 -2.585
H -1.763 0.598 -1.107
H -1.816 -1.231 -1.420
H -2.665 -0.632 0.071
H -0.770 -0.941 2.973
H 0.762 0.379 2.632
H -0.969 0.831 2.734
```

Results
E   -920.11882 hartree
Relative energy (zero: lowest compared OMol25 entry of this formula, charge and spin)   19.7 kcal per mole
Max |F|   4.5 eV Å⁻¹
Spin multiplicity   1


No. 4
Density functional theory data (the ωB97M-V functional and the def2-TZVPD basis) for one molecule with the formula C6H10S.

XYZ file:
```
17
Properties=species:S:1:pos:R:3
C -0.103 2.520 -0.609
C 0.195 1.438 -0.173
C 0.510 0.101 0.281
C 1.134 0.171 1.695
S 1.747 -0.597 -0.941
C -0.814 -0.876 0.334
C -1.431 -1.027 -1.092
H -0.213 3.378 -1.172
H 1.220 -0.826 1.984
H 2.194 0.476 1.656
H 0.478 0.593 2.342
H 1.619 0.398 -1.797
H -1.423 -0.531 1.057
H -0.362 -1.822 0.615
H -0.780 -0.866 -1.965
H -1.669 -2.120 -1.056
H -2.303 -0.411 -1.158
```

Results
E   -632.69840 hartree
Relative energy (zero: lowest compared OMol25 entry of this formula, charge and spin)   69.7 kcal per mole
SMILES   C#C[C@](C)(S)CC
Max |F|   6.4 eV Å⁻¹
Spin multiplicity   1


No. 5
Density functional theory data (the ωB97M-V functional and the def2-TZVPD basis) for a 2-piece molecular cluster, C26H41Cl2FN4O3 overall.

XYZ file:
```
77
Properties=species:S:1:pos:R:3
C 3.339 0.289 -1.110
C 3.471 1.714 -1.895
Cl 5.112 2.411 -1.369
C 2.300 2.726 -1.409
Cl 2.987 3.972 -0.244
C 1.500 3.440 -2.613
C 0.152 4.179 -2.129
N -1.089 3.312 -2.165
C -1.899 3.694 -0.923
C -3.476 3.445 -1.094
C -3.897 1.883 -1.016
C -4.752 1.341 -2.221
C -5.170 -0.157 -2.274
C -4.762 -1.162 -1.128
C -3.910 -0.576 0.058
C -3.466 0.933 0.141
C -0.819 1.838 -2.265
C 0.361 1.425 -3.284
C -0.324 0.607 -4.520
O -0.920 1.297 -5.394
N -0.289 -0.870 -4.659
C -1.345 -1.535 -3.870
O -2.231 -2.230 -4.438
F -1.433 -1.484 -2.431
N 1.210 2.549 -3.779
H 2.639 0.344 -0.200
H 4.362 -0.068 -0.697
H 2.954 -0.535 -1.820
H 3.478 1.484 -3.014
H 1.527 2.110 -0.798
H 2.204 4.276 -3.009
H 0.014 5.109 -2.805
H 0.379 4.608 -1.073
H -1.667 3.633 -2.974
H -1.442 3.211 0.009
H -1.766 4.840 -0.781
H -3.992 4.063 -0.255
H -3.849 3.899 -2.080
H -5.041 2.046 -3.085
H -5.762 -0.576 -3.155
H -5.061 -2.277 -1.202
H -3.593 -1.326 0.866
H -2.819 1.308 1.014
H -1.780 1.306 -2.643
H -0.650 1.449 -1.186
H 1.001 0.628 -2.729
H 0.648 -1.268 -4.481
H 0.590 3.113 -4.401
C 0.517 -1.810 5.198
C 0.286 -1.765 3.662
C -0.452 -3.041 3.188
C 0.432 -4.280 3.082
C 1.693 -3.985 2.279
C 2.473 -2.773 2.834
N 1.606 -1.564 2.986
O 1.363 -1.066 1.737
C 3.113 -3.155 4.190
C 3.698 -2.503 1.921
C -0.689 -0.572 3.461
H 1.436 -1.292 5.484
H -0.287 -1.312 5.749
H 0.560 -2.831 5.586
H -0.896 -2.862 2.201
H -1.288 -3.260 3.861
H 0.689 -4.653 4.078
H -0.127 -5.084 2.593
H 2.333 -4.872 2.275
H 1.414 -3.808 1.233
H 3.633 -2.303 4.635
H 3.853 -3.953 4.057
H 2.404 -3.539 4.922
H 3.417 -2.325 0.879
H 4.373 -3.364 1.913
H 4.270 -1.638 2.274
H -0.224 0.374 3.755
H -1.590 -0.702 4.069
H -1.032 -0.481 2.427
```

Results
E   -2479.71510 hartree
Max |F|   6.6 eV Å⁻¹
<S²>   0.755
Charge   +1
Spin multiplicity   2


No. 6
Density functional theory data (the ωB97M-V functional and the def2-TZVPD basis) for C27H28AsOP2RbS4 as an isolated structure.

XYZ file:
```
64
Properties=species:S:1:pos:R:3
Rb -0.183 -0.185 0.050
C 2.784 -1.523 1.965
C 2.468 -0.947 3.348
P 0.844 -0.019 3.322
C 0.405 -0.164 5.105
C -0.001 0.936 5.866
C -0.435 0.779 7.172
C -0.493 -0.483 7.749
C -0.132 -1.588 6.991
C 0.297 -1.433 5.685
C 1.340 1.737 3.246
C 2.370 2.279 4.019
C 2.707 3.617 3.907
C 2.015 4.443 3.031
C 0.976 3.920 2.272
C 0.647 2.578 2.376
P 3.119 -0.158 0.741
C 4.912 0.046 1.113
C 5.272 0.979 2.089
C 6.589 1.106 2.506
C 7.578 0.319 1.933
C 7.237 -0.578 0.929
C 5.919 -0.716 0.521
C 3.108 -1.055 -0.842
C 3.186 -2.440 -0.962
C 3.066 -3.039 -2.205
C 2.846 -2.269 -3.337
C 2.791 -0.887 -3.230
C 2.924 -0.284 -1.993
H 1.925 -2.090 1.593
H 3.646 -2.192 2.012
H 3.273 -0.296 3.698
H 2.368 -1.753 4.075
H 0.030 1.923 5.424
H -0.737 1.649 7.743
H -0.820 -0.600 8.774
H -0.200 -2.580 7.421
H 0.540 -2.311 5.098
H 2.897 1.644 4.722
H 3.515 4.020 4.508
H 2.286 5.487 2.937
H 0.424 4.553 1.590
H -0.169 2.180 1.782
H 4.503 1.620 2.509
H 6.849 1.825 3.275
H 8.607 0.411 2.259
H 8.009 -1.177 0.459
H 5.664 -1.413 -0.267
H 3.282 -3.065 -0.083
H 3.059 -4.118 -2.278
H 2.650 -2.743 -4.286
H 2.556 -0.291 -4.102
H 2.815 0.792 -1.901
S -3.307 -2.284 -3.290
As -1.231 -1.859 -2.971
S -0.984 0.308 -2.834
S -0.521 -2.869 -1.187
S -0.078 -2.544 -4.640
C -3.100 3.071 -0.954
O -2.100 2.183 -0.513
H -4.003 2.539 -1.270
H -2.756 3.686 -1.794
H -3.359 3.736 -0.125
H -1.876 1.590 -1.283
```

Results
E   -5656.30874 hartree
Relative energy (zero: lowest compared OMol25 entry of this formula, charge and spin)   22.6 kcal per mole
Max |F|   1.1 eV Å⁻¹
Charge   -2
Spin multiplicity   1